# 1
Here is a molecular structure, C6H9ClNO4S2 at a distorted geometry from the OMol25 dataset. Energies are from ωB97M-V/def2-TZVPD.

```
23
C6H9ClNO4S2 (ωB97M-V/def2-TZVPD)
C 3.600 0.291 0.079
C -1.151 -2.498 -0.098
C 2.236 2.426 0.115
C -2.318 -1.552 0.130
C 2.150 0.854 -0.252
C -2.104 -0.165 -0.254
N -3.083 0.784 -0.047
O 4.595 0.720 -0.496
O 3.442 -0.562 1.010
O -3.945 0.540 0.793
O -3.100 1.763 -0.724
S 1.310 -0.192 0.932
S -0.485 0.585 1.180
Cl -1.428 0.026 -1.862
H -1.126 -2.714 -1.192
H -1.324 -3.447 0.278
H -0.225 -2.197 0.291
H 1.470 3.046 -0.411
H 2.182 2.583 1.213
H 3.272 2.526 -0.146
H -3.138 -2.030 -0.453
H -2.636 -1.575 1.197
H 1.807 0.786 -1.283
```

Values from the calculation:
Maximum force, eV/A: 4.352
Energy above the lowest of the compared OMol25 structures with the same formula, charge and spin, eV: 0.992
Calculated total energy, eV: -50238.7519
Charge: -1
HOMO, hartree: -0.191
Orbital gap, eV: 7.2


# 2
Here is 6 unconnected molecules or ions with the total composition C40H40BrFO13P2S2 from the OMol25 dataset. Energies are from ωB97M-V/def2-TZVPD.

```
99
C40H40BrFO13P2S2 (ωB97M-V/def2-TZVPD)
C 3.749 -5.648 -2.584
C 3.444 -4.138 -2.612
P 2.110 -3.749 -3.828
C 2.596 -2.177 -4.649
C 0.574 -3.375 -2.786
C 0.037 -4.774 -2.449
C -0.740 -4.957 -1.149
C -1.364 -6.354 -1.135
Br -2.171 -3.670 -0.873
O 0.847 -2.772 -1.467
S 1.349 -1.274 -1.358
O 2.727 -1.157 -1.718
O 0.969 -0.847 -0.046
C 0.354 -0.364 -2.538
C -0.821 -1.219 -2.984
P -1.856 -0.303 -4.220
S -1.320 1.541 -4.534
C -0.382 -2.522 -3.626
F -1.541 -3.220 -3.950
H 3.489 -6.089 -1.624
H 4.810 -5.829 -2.746
H 3.226 -6.185 -3.374
H 4.321 -3.600 -2.968
H 3.212 -3.760 -1.623
H 3.686 -2.157 -4.682
H 2.296 -1.270 -4.139
H 2.205 -2.163 -5.660
H -0.487 -5.184 -3.305
H 0.929 -5.394 -2.315
H -0.040 -4.900 -0.323
H -2.117 -6.433 -0.357
H -0.602 -7.113 -0.974
H -1.875 -6.542 -2.079
H 0.954 0.012 -3.357
H -0.013 0.489 -1.974
H -1.455 -1.392 -2.115
H -3.168 -0.465 -3.760
H -1.781 -1.085 -5.379
H 0.089 -2.296 -4.585
C -0.420 2.830 4.243
C 0.025 3.448 3.154
C 0.044 2.762 1.835
O 0.449 3.324 0.842
C -0.454 1.365 1.782
C -0.898 0.748 2.873
C -0.916 1.432 4.187
O -1.325 0.872 5.184
H -0.442 3.308 5.215
H 0.392 4.467 3.169
H -0.422 0.880 0.817
H -1.260 -0.272 2.858
C -5.910 2.161 8.836
C -5.857 0.908 8.394
C -4.677 0.405 7.641
O -4.636 -0.736 7.239
C -3.557 1.353 7.401
C -3.617 2.606 7.846
C -4.792 3.107 8.596
O -4.843 4.251 9.001
H -6.757 2.551 9.385
H -6.659 0.200 8.557
H -2.703 0.977 6.848
H -2.816 3.317 7.685
C 1.286 0.659 -7.979
C 1.460 1.389 -9.077
C 1.189 0.827 -10.426
O 1.349 1.488 -11.427
C 0.715 -0.580 -10.500
C 0.541 -1.308 -9.402
C 0.813 -0.744 -8.058
O 0.654 -1.408 -7.053
H 1.473 1.047 -6.985
H 1.802 2.415 -9.046
H 0.523 -0.968 -11.493
H 0.198 -2.335 -9.430
C -5.570 7.132 7.994
C -4.571 7.590 8.742
C -4.234 9.035 8.776
O -3.322 9.456 9.454
C -5.057 9.951 7.944
C -6.056 9.493 7.195
C -6.391 8.046 7.162
O -7.303 7.631 6.479
H -5.827 6.083 7.960
H -3.964 6.935 9.354
H -4.793 11.000 7.985
H -6.668 10.141 6.581
C 5.917 -1.848 -1.025
C 6.795 -1.007 -1.566
C 8.242 -1.332 -1.624
O 9.042 -0.568 -2.117
C 8.675 -2.635 -1.054
C 7.800 -3.477 -0.513
C 6.353 -3.150 -0.458
O 5.552 -3.921 0.028
H 4.858 -1.632 -0.974
H 6.501 -0.054 -1.987
H 9.735 -2.850 -1.108
H 8.093 -4.431 -0.093
```

Values from the calculation:
Maximum force, eV/A: 0.985
Energy above the lowest of the compared OMol25 structures with the same formula, charge and spin, eV: 0.000
SMILES: CCP(C)[C@@]1(C[C@H](C)Br)OS(=O)(=O)C[C@@H]([PH2]=S)[C@@H]1F.O=C1C=CC(=O)C=C1.O=C1C=CC(=O)C=C1.O=C1C=CC(=O)C=C1.O=C1C=CC(=O)C=C1.O=C1C=CC(=O)C=C1
Calculated total energy, eV: -181748.1655
Charge: 0
HOMO, hartree: -0.328
Orbital gap, eV: 7.1


# 3
Here is a single C2H6N4OS molecule at a distorted geometry from the OMol25 dataset. Energies are from ωB97M-V/def2-TZVPD.

```
14
C2H6N4OS (ωB97M-V/def2-TZVPD)
C 1.550 -0.793 -0.263
C -0.677 -0.023 -0.113
H 1.631 1.828 -0.316
H 0.741 2.005 1.208
H 0.959 -1.620 -0.810
H -0.874 1.739 -0.935
H -0.558 -1.782 0.954
H -2.827 -0.447 -0.353
N 1.184 1.494 0.555
N 0.732 0.128 0.321
N -1.454 0.901 -0.662
N -1.057 -1.181 0.259
O -2.493 -1.365 0.244
S 3.143 -0.883 -0.090
```

Values from the calculation:
Maximum force, eV/A: 7.005
Energy above the lowest of the compared OMol25 structures with the same formula, charge and spin, eV: 5.338
SMILES: [H]/N=C(/NO)N(N)C=S
Calculated total energy, eV: -21009.9683
Charge: 0
HOMO, hartree: -0.322
Orbital gap, eV: 8.8


# 4
Here is 3 unconnected molecules or ions with the total composition C4H6ClFNO5 at a distorted geometry from the OMol25 dataset. Energies are from ωB97M-V/def2-TZVPD.

```
18
C4H6ClFNO5 (ωB97M-V/def2-TZVPD)
Cl -0.625 0.841 -0.957
C 0.928 -1.013 -3.352
N 2.195 -0.915 -4.102
O 3.149 -1.546 -3.671
O 2.129 -0.278 -5.165
H 1.131 -1.185 -2.295
H 0.518 -1.892 -3.851
H 0.236 -0.218 -3.630
C -1.919 0.723 2.429
C -0.641 1.485 2.547
O 0.378 0.489 2.809
C -0.218 -0.612 3.074
O 0.349 -1.566 3.556
O -1.551 -0.516 2.990
F -0.780 2.358 3.513
H -2.284 0.633 1.406
H -2.671 1.203 3.056
H -0.324 2.009 1.645
```

Values from the calculation:
Multiplicity: 2
Maximum force, eV/A: 5.148
Calculated total energy, eV: -31209.6866
Charge: -2
HOMO (alpha / beta), hartree: 0.109 / -0.042
Orbital gap (alpha / beta), eV: 1.9 / 6.0


# 5
Here is a single C9H12N2O2 molecule at a distorted geometry from the OMol25 dataset. Energies are from ωB97M-V/def2-TZVPD.

```
25
C9H12N2O2 (ωB97M-V/def2-TZVPD)
C 2.086 -0.734 -1.700
C -0.241 -0.295 -1.169
C -0.706 -1.650 -0.661
C 0.013 0.496 0.073
C 0.697 -0.052 1.081
C 1.277 0.615 2.132
C 0.908 1.962 2.294
C 0.173 2.574 1.240
C -0.258 1.888 0.107
H 2.496 -1.239 -2.594
H 2.025 -1.452 -0.875
H 2.743 0.077 -1.535
H -1.105 0.156 -1.690
H -2.293 -2.651 -0.007
H -3.307 -0.595 0.367
H -3.683 -1.036 -1.184
H 0.849 -1.139 1.103
H 1.878 0.126 2.905
H 1.344 2.584 3.041
H -0.001 3.666 1.236
H -0.752 2.275 -0.703
N -2.009 -1.844 -0.535
N -2.954 -0.846 -0.549
O 0.796 -0.257 -2.081
O 0.022 -2.628 -0.293
```

Values from the calculation:
Maximum force, eV/A: 4.275
Energy above the lowest of the compared OMol25 structures with the same formula, charge and spin, eV: 1.398
SMILES: CO[C@@H](C(=O)NN)c1ccccc1
Calculated total energy, eV: -16600.9179
Charge: 0
HOMO, hartree: -0.337
Orbital gap, eV: 9.9


# 6
Here is a single C19H24N2O5S2 molecule at a distorted geometry from the OMol25 dataset. Energies are from ωB97M-V/def2-TZVPD.

```
52
C19H24N2O5S2 (ωB97M-V/def2-TZVPD)
C 4.317 -2.496 -0.806
H 3.520 -3.123 -1.218
H 5.227 -2.644 -1.387
H 4.505 -2.778 0.235
O 4.010 -1.128 -0.925
C 2.867 -0.667 -0.347
C 2.004 -1.437 0.425
C 0.851 -0.873 0.950
C 0.527 0.460 0.681
C 1.428 1.241 -0.029
C 2.582 0.683 -0.539
H 3.275 1.282 -1.106
H 1.222 2.283 -0.211
O -0.699 0.886 1.117
C -0.834 2.247 1.468
H -0.035 2.549 2.147
H -1.790 2.320 1.984
H -0.839 2.889 0.581
N 0.025 -1.619 1.815
S -0.602 -0.853 3.158
O -2.023 -0.645 3.044
O 0.241 0.240 3.524
C -0.360 -2.135 4.425
H -0.339 -1.617 5.376
H -1.177 -2.843 4.406
H 0.592 -2.615 4.241
C -0.653 -2.803 1.339
H -1.254 -3.191 2.162
H 0.079 -3.562 1.044
C -1.585 -2.562 0.139
O -1.550 -3.269 -0.845
N -2.448 -1.553 0.333
H -2.384 -1.003 1.184
C -3.328 -1.086 -0.709
C -2.848 0.240 -1.289
H -2.605 0.926 -0.478
H -3.605 0.667 -1.947
S -1.325 -0.052 -2.263
C -0.666 1.566 -2.511
C 0.604 1.627 -3.083
C 1.210 2.845 -3.304
C 0.563 4.021 -2.954
C -0.702 3.962 -2.398
C -1.324 2.743 -2.181
H -2.319 2.728 -1.764
H -1.220 4.873 -2.132
H 1.040 4.976 -3.119
H 2.195 2.880 -3.747
H 1.103 0.705 -3.341
H -3.347 -1.855 -1.486
H -4.335 -0.956 -0.298
H 2.212 -2.473 0.638
```

Values from the calculation:
Maximum force, eV/A: 1.441
Energy above the lowest of the compared OMol25 structures with the same formula, charge and spin, eV: 2.178
SMILES: COc1ccc(OC)c(N(CC(=O)NCCSc2ccccc2)S(C)(=O)=O)c1
Calculated total energy, eV: -54980.0519
Charge: 0
HOMO, hartree: -0.289
Orbital gap, eV: 8.3


# 7
Here is 8 unconnected molecules or ions with the total composition C24H44Cl8N4 at a distorted geometry from the OMol25 dataset. Energies are from ωB97M-V/def2-TZVPD.

```
80
C24H44Cl8N4 (ωB97M-V/def2-TZVPD)
Cl 0.480 -1.165 6.757
C 0.603 -1.494 4.996
C 1.178 -2.903 4.814
Cl -0.045 -4.102 4.369
H 1.175 -0.711 4.505
H -0.369 -1.486 4.508
H 1.662 -3.251 5.725
H 2.004 -2.978 4.104
Cl -3.230 -0.490 -3.560
C -2.254 -1.924 -3.932
C -0.852 -1.712 -3.366
Cl 0.018 -3.268 -3.491
H -2.247 -2.068 -5.011
H -2.683 -2.837 -3.522
H -0.886 -1.503 -2.301
H -0.318 -0.942 -3.913
Cl 0.480 -0.516 0.038
C -0.731 0.778 0.085
C -1.912 0.424 0.971
Cl -1.423 -0.072 2.572
H -1.115 0.893 -0.924
H -0.267 1.709 0.404
H -2.524 -0.390 0.583
H -2.599 1.257 1.115
Cl -3.170 6.929 2.504
C -2.837 5.260 2.055
C -3.250 4.838 0.659
Cl -4.855 5.386 0.185
H -3.329 4.596 2.767
H -1.772 5.039 2.139
H -3.225 3.755 0.587
H -2.552 5.261 -0.065
C -3.232 3.453 -5.354
C -2.721 4.575 -4.438
C -3.335 4.486 -3.040
C -3.043 3.244 -2.316
N -2.814 2.273 -1.748
H -2.788 3.353 -6.344
H -4.282 3.677 -5.574
H -3.258 2.465 -4.889
H -3.120 5.490 -4.889
H -1.653 4.791 -4.464
H -4.418 4.585 -3.065
H -2.838 5.326 -2.549
C -1.278 -3.489 0.451
C -1.217 -4.999 0.412
C -1.608 -5.533 -0.975
C -2.774 -4.902 -1.592
N -3.709 -4.435 -2.072
H -0.997 -2.979 -0.475
H -0.573 -3.069 1.170
H -2.276 -3.110 0.678
H -1.700 -5.555 1.222
H -0.210 -5.385 0.615
H -1.772 -6.606 -1.071
H -0.796 -5.223 -1.646
C 3.270 2.030 3.656
C 3.091 1.615 2.183
C 3.295 2.699 1.117
C 4.518 3.470 1.429
N 5.484 4.038 1.662
H 4.125 2.708 3.739
H 3.579 1.155 4.225
H 2.420 2.561 4.077
H 2.118 1.124 2.106
H 3.787 0.797 1.988
H 2.493 3.440 1.169
H 3.351 2.327 0.097
C 3.403 -2.926 0.438
C 4.528 -3.480 -0.439
C 5.822 -2.644 -0.390
C 5.584 -1.206 -0.517
N 5.414 -0.082 -0.673
H 2.955 -2.013 0.057
H 3.698 -2.780 1.479
H 2.648 -3.717 0.412
H 4.154 -3.465 -1.467
H 4.755 -4.514 -0.191
H 6.496 -3.034 -1.150
H 6.265 -2.843 0.589
```

Values from the calculation:
Maximum force, eV/A: 1.683
Energy above the lowest of the compared OMol25 structures with the same formula, charge and spin, eV: 0.925
SMILES: CCCC#N.CCCC#N.CCCC#N.CCCC#N.ClCCCl.ClCCCl.ClCCCl.ClCCCl
Calculated total energy, eV: -131740.9399
Charge: 0
HOMO, hartree: -0.396
Orbital gap, eV: 10.9


# 8
Here is a molecular structure, C16H26BBrF4IN4O6W at a distorted geometry from the OMol25 dataset. Energies are from ωB97M-V/def2-TZVPD.

```
60
C16H26BBrF4IN4O6W (ωB97M-V/def2-TZVPD)
W 0.136 -0.488 0.320
N -1.880 1.719 1.320
C -2.909 1.770 0.302
C -3.489 3.181 0.037
C -2.464 4.249 -0.392
C -2.510 4.609 -1.886
N -2.063 3.536 -2.747
C -0.780 3.144 -2.855
N 0.250 4.000 -2.651
N -0.546 1.943 -3.386
C -2.350 1.125 -0.985
O -3.008 1.211 -2.048
O -1.206 0.603 -0.896
H -2.260 1.700 2.256
H -1.233 2.499 1.253
H -3.735 1.121 0.618
H -3.968 3.512 0.961
H -4.270 3.080 -0.718
H -1.451 3.913 -0.157
H -2.642 5.167 0.173
H -1.915 5.508 -2.076
H -3.541 4.830 -2.176
H -2.694 2.712 -2.706
H 0.086 4.789 -2.048
H 1.161 3.579 -2.533
H -1.295 1.262 -3.289
H 0.397 1.575 -3.403
O 3.053 -0.936 0.767
H 2.831 -1.868 0.881
H 3.297 -0.839 -0.165
C 0.071 -2.490 3.418
O -0.666 -1.505 2.723
C 0.121 -0.380 2.288
C 0.603 0.448 3.468
H -0.516 -3.411 3.404
H 0.256 -2.194 4.462
H 1.032 -2.668 2.917
H 1.491 0.011 3.939
H -0.177 0.527 4.234
H 0.876 1.450 3.139
I 1.510 1.914 0.042
Br -2.044 -8.752 -0.530
C -1.469 -6.943 -0.334
C -0.109 -6.663 -0.212
C 0.300 -5.362 -0.062
C -0.645 -4.309 -0.046
C -2.019 -4.634 -0.166
C -2.429 -5.932 -0.305
C -0.291 -2.936 0.096
O -1.177 -1.997 0.020
O 0.907 -2.502 0.349
H 0.607 -7.474 -0.237
H 1.349 -5.121 0.026
H -2.730 -3.821 -0.136
H -3.478 -6.177 -0.388
F 0.549 -0.947 -1.985
B 1.703 -1.006 -2.854
F 1.530 -1.977 -3.783
F 2.780 -1.245 -2.025
F 1.838 0.239 -3.440
```

Values from the calculation:
Multiplicity: 3
Maximum force, eV/A: 3.227
Energy above the lowest of the compared OMol25 structures with the same formula, charge and spin, eV: 1.821
Calculated total energy, eV: -126784.7599
Charge: -1
HOMO (alpha / beta), hartree: -0.121 / -0.125
Orbital gap (alpha / beta), eV: 5.6 / 5.7


Q: Which of these has the highest calculated total energy?
A: C9H12N2O2


Please write out number 5 again, unchanged.
Here is a single C9H12N2O2 molecule at a distorted geometry from the OMol25 dataset. Energies are from ωB97M-V/def2-TZVPD.

```
25
C9H12N2O2 (ωB97M-V/def2-TZVPD)
C 2.086 -0.734 -1.700
C -0.241 -0.295 -1.169
C -0.706 -1.650 -0.661
C 0.013 0.496 0.073
C 0.697 -0.052 1.081
C 1.277 0.615 2.132
C 0.908 1.962 2.294
C 0.173 2.574 1.240
C -0.258 1.888 0.107
H 2.496 -1.239 -2.594
H 2.025 -1.452 -0.875
H 2.743 0.077 -1.535
H -1.105 0.156 -1.690
H -2.293 -2.651 -0.007
H -3.307 -0.595 0.367
H -3.683 -1.036 -1.184
H 0.849 -1.139 1.103
H 1.878 0.126 2.905
H 1.344 2.584 3.041
H -0.001 3.666 1.236
H -0.752 2.275 -0.703
N -2.009 -1.844 -0.535
N -2.954 -0.846 -0.549
O 0.796 -0.257 -2.081
O 0.022 -2.628 -0.293
```

Values from the calculation:
Maximum force, eV/A: 4.275
Energy above the lowest of the compared OMol25 structures with the same formula, charge and spin, eV: 1.398
SMILES: CO[C@@H](C(=O)NN)c1ccccc1
Calculated total energy, eV: -16600.9179
Charge: 0
HOMO, hartree: -0.337
Orbital gap, eV: 9.9


Q: The lowest calculated total energy belongs to which entry?
A: C40H40BrFO13P2S2